Entry 1:
ORCA calculation (ωB97M-V with the def2-TZVPD basis set) on 6 unconnected molecules or ions with the total composition C23H51F3O18S5.

Geometry as XYZ:
```
100
Properties=species:S:1:pos:R:3:forces:R:3
O -0.3559 2.1882 -0.7851 -0.05 0.88 0.09
C -0.3259 3.2641 -1.3222 -0.07 -0.29 0.00
C -1.2724 3.8508 -2.3493 0.38 -1.11 0.19
C -0.2996 4.4675 -3.3598 -0.30 0.63 0.91
C -0.0783 3.6964 -4.6439 0.46 0.21 0.19
C 0.2473 2.2496 -4.3706 -0.25 -0.05 -0.52
O 0.4325 1.5567 -5.5980 -0.08 -0.03 -0.24
C 0.2919 0.1666 -5.4227 0.42 0.83 -0.06
C 0.9076 -0.5451 -6.5948 0.23 -0.46 -0.19
F 2.1595 -0.1024 -6.8607 -0.67 -0.38 0.07
F 0.1757 -0.4197 -7.7207 0.34 -0.02 0.26
F 0.9772 -1.8769 -6.3006 0.07 0.73 -0.35
C 0.9917 4.6060 -2.5205 -0.03 -0.03 0.24
O 0.6713 4.1846 -1.1748 0.14 -0.67 0.16
H -1.8753 4.5663 -1.8102 -0.22 0.39 -0.06
H -1.9095 3.0695 -2.7333 -0.29 -0.10 -0.21
H -0.6628 5.4701 -3.5295 0.08 0.27 -0.65
H 0.7858 4.1500 -5.1164 0.08 0.06 -0.35
H -0.9228 3.7980 -5.3099 -0.34 -0.13 -0.18
H -0.5708 1.7832 -3.8307 -0.17 -0.22 0.28
H 1.1583 2.1678 -3.7871 0.20 -0.12 0.30
H -0.7576 -0.0947 -5.3548 -0.27 -0.34 0.08
H 0.8332 -0.1560 -4.5406 0.05 -0.27 0.32
H 1.7768 3.9457 -2.8600 0.26 -0.04 -0.29
H 1.3724 5.6123 -2.4771 0.04 0.26 -0.03
C 0.3478 -5.3067 0.3172 0.08 0.15 0.15
C -0.3856 -4.4228 -0.6712 0.16 -0.47 -0.12
O -0.8010 -3.1712 -0.0846 -0.08 0.11 0.01
S 0.2978 -2.0260 0.0538 -0.38 0.02 0.02
C -0.7959 -0.6914 0.3752 -0.08 -0.03 0.06
O 0.9198 -1.8448 -1.2241 0.17 -0.02 -0.06
O 1.0993 -2.2796 1.2082 0.20 0.02 0.01
H 1.3137 -4.8821 0.5874 0.01 0.01 -0.04
H 0.5162 -6.2923 -0.1183 -0.04 0.00 -0.06
H -0.2300 -5.4198 1.2339 -0.04 -0.05 -0.02
H 0.2126 -4.2267 -1.5624 0.01 0.13 0.04
H -1.3075 -4.9027 -0.9951 -0.10 0.14 0.05
H -1.4306 -0.5467 -0.4933 0.01 0.03 -0.02
H -0.1882 0.1928 0.5434 0.06 0.01 -0.06
H -1.3851 -0.9207 1.2592 0.03 -0.07 0.02
C -1.7733 -6.3696 7.1026 -0.01 0.33 -0.19
C -2.0737 -7.2251 5.8914 0.37 -0.21 0.38
O -3.1164 -6.6636 5.0593 -0.09 0.05 -0.11
S -2.7192 -5.4774 4.0826 -0.31 -0.23 0.08
C -4.1552 -5.5343 3.0670 -0.05 -0.03 -0.03
O -1.5759 -5.8736 3.3192 0.18 0.06 -0.04
O -2.7068 -4.2467 4.8068 0.10 0.14 -0.03
H -1.3102 -5.4255 6.8150 0.01 -0.02 -0.04
H -1.0952 -6.8987 7.7680 -0.02 -0.09 0.02
H -2.6872 -6.1405 7.6467 -0.01 -0.09 0.07
H -1.1813 -7.3971 5.2882 -0.06 0.08 -0.10
H -2.4535 -8.1965 6.2012 -0.16 0.03 -0.09
H -4.1877 -6.4938 2.5596 0.01 -0.02 0.00
H -4.0678 -4.7244 2.3466 0.05 0.03 0.01
H -5.0311 -5.3908 3.6930 0.00 0.01 0.02
C 6.0470 6.6849 -4.1105 0.03 -0.25 -0.06
C 4.7307 6.8254 -4.8494 0.17 0.41 0.48
O 4.6802 6.0055 -6.0401 0.05 -0.08 -0.12
S 4.2961 4.4820 -5.8217 0.00 0.33 -0.39
C 4.0052 4.0568 -7.5022 -0.01 0.03 -0.05
O 3.0599 4.4560 -5.0988 -0.09 -0.29 0.28
O 5.4302 3.7634 -5.3372 -0.03 -0.15 0.15
H 6.1574 5.6907 -3.6796 -0.02 0.01 0.01
H 6.0965 7.4164 -3.3041 -0.04 0.05 -0.03
H 6.8855 6.8458 -4.7875 0.00 0.08 0.00
H 3.8826 6.5928 -4.2047 -0.05 -0.08 -0.11
H 4.6054 7.8488 -5.1953 -0.07 -0.06 -0.19
H 3.1741 4.6485 -7.8745 -0.01 0.01 0.02
H 3.7592 2.9976 -7.5245 -0.01 -0.03 0.06
H 4.9107 4.2477 -8.0710 0.03 0.00 0.01
C -0.3404 9.9168 -5.6182 0.07 -0.19 0.08
C 0.1043 10.6663 -4.3783 -0.02 0.26 -0.48
O 0.0114 9.8576 -3.1844 0.03 -0.10 0.12
S 1.1631 8.7968 -2.9239 -0.31 0.23 0.35
C 0.7989 8.4726 -1.2337 -0.03 0.01 0.02
O 2.4299 9.4534 -3.0279 0.16 -0.09 -0.18
O 0.9030 7.6185 -3.6931 0.14 -0.07 -0.14
H 0.3519 9.1134 -5.8663 0.02 0.01 0.00
H -0.3903 10.6001 -6.4657 -0.01 0.05 0.03
H -1.3229 9.4717 -5.4646 -0.04 0.05 -0.01
H 1.1211 11.0468 -4.4816 0.04 -0.08 0.10
H -0.5482 11.5165 -4.1925 -0.04 -0.06 0.16
H 0.9461 9.3845 -0.6629 0.01 0.02 -0.01
H 1.4874 7.6994 -0.8996 0.02 -0.02 -0.03
H -0.2270 8.1232 -1.1579 -0.01 -0.02 -0.01
C -3.5792 -11.6863 9.8652 0.20 0.08 -0.02
C -4.0372 -10.4209 10.5626 -0.34 -0.28 -0.28
O -2.9893 -9.8184 11.3521 0.10 0.09 0.08
S -1.8896 -8.9648 10.5852 -0.11 -0.08 0.38
C -1.2146 -8.1507 11.9900 -0.01 0.02 0.06
O -2.5513 -8.0144 9.7443 -0.01 0.00 -0.16
O -0.9099 -9.8440 10.0303 0.09 0.02 -0.16
H -2.8447 -11.4694 9.0909 -0.01 0.01 -0.01
H -4.4313 -12.1822 9.4004 -0.05 0.02 0.03
H -3.1174 -12.3697 10.5769 -0.05 -0.03 0.03
H -4.4250 -9.6889 9.8529 0.10 0.07 0.03
H -4.8308 -10.6437 11.2724 0.09 0.07 0.13
H -1.9830 -7.5260 12.4356 -0.02 0.00 -0.01
H -0.3852 -7.5421 11.6378 0.01 -0.01 -0.06
H -0.8616 -8.9011 12.6915 0.01 -0.03 -0.01
```
Forces are in eV/Å.

Calculated values
- Kohn-Sham gap (eV) = 10.481
- SMILES = O=C1C[C@H](CCOCC(F)(F)F)CO1.CCOS(C)(=O)=O.CCOS(C)(=O)=O.CCOS(C)(=O)=O.CCOS(C)(=O)=O.CCOS(C)(=O)=O
- lowest unoccupied orbital energy (eV) = 0.37
- HOMO energy (eV) = -10.11

***

Entry 2:
ORCA calculation (ωB97M-V with the def2-TZVPD basis set) on a molecular structure, C55H61AsClHgN6O2P2SSi2.

Geometry as XYZ:
```
132
Properties=species:S:1:pos:R:3:forces:R:3
Hg 0.1782 0.5706 -0.3051 0.57 -0.17 -0.22
O 0.6483 6.9125 -4.0115 0.09 0.08 -0.02
C -0.1533 6.4705 -3.1751 0.10 -0.04 0.05
O -1.0645 7.0822 -2.5535 -0.13 0.05 -0.13
C -0.0218 4.9991 -2.7829 0.33 -0.09 0.01
C -1.1747 4.2034 -2.5978 -0.16 0.03 0.06
C -1.0399 2.9496 -2.0630 0.03 -0.08 -0.01
N 0.1427 2.3905 -1.7470 -0.19 0.08 0.26
C 1.2927 3.0994 -2.0034 0.12 0.05 -0.05
C 1.1913 4.4298 -2.4975 -0.15 0.08 -0.17
C 2.5532 2.4827 -1.7196 -0.05 0.02 -0.05
C 3.8079 3.0718 -2.0410 0.02 0.04 0.00
C 4.9667 2.4199 -1.7189 0.01 0.03 -0.01
C 4.9181 1.1663 -1.0793 0.01 -0.02 0.02
C 3.6628 0.6475 -0.8139 -0.02 0.01 0.00
N 2.5313 1.2629 -1.1143 -0.08 -0.03 -0.01
C -2.2610 2.1755 -1.7157 -0.06 0.03 0.04
C -3.5180 2.4731 -2.2455 -0.04 0.01 -0.06
C -4.6220 1.7839 -1.7859 0.01 -0.01 0.01
C -4.4632 0.8089 -0.8084 0.04 -0.02 -0.01
C -3.1795 0.5485 -0.3653 -0.11 -0.09 -0.02
N -2.1213 1.2033 -0.8229 -0.01 0.06 0.10
H -2.1476 4.6212 -2.8117 0.06 0.02 0.04
H 2.0792 5.0283 -2.6520 -0.01 -0.01 0.00
H 3.8502 4.0207 -2.5565 0.01 0.02 0.01
H 5.9223 2.8681 -1.9679 0.01 0.01 -0.01
H 5.8136 0.6234 -0.8124 0.02 -0.02 0.01
H 3.5444 -0.3202 -0.3295 -0.01 -0.02 0.02
H -3.6187 3.2264 -3.0139 -0.01 -0.02 0.03
H -5.6043 2.0077 -2.1842 -0.01 0.00 -0.01
H -5.3046 0.2600 -0.4079 0.00 0.00 0.02
H -2.9724 -0.2052 0.3869 0.01 -0.02 0.03
C 1.2355 -0.2832 -5.0152 -0.08 -0.06 0.02
Si -0.0297 -1.3370 -4.0962 0.01 0.14 0.10
C 0.0110 -3.0801 -4.8400 -0.02 0.08 0.04
C -1.7443 -0.6415 -4.4701 0.10 -0.01 0.02
N 0.2928 -1.2641 -2.4434 0.03 -0.28 -0.19
P 0.4405 -2.2838 -1.2574 0.46 0.17 0.03
C 0.6730 -1.4696 0.2349 -1.03 -0.24 -0.26
P 0.1137 -1.8923 1.7876 0.34 0.26 0.07
N -0.8046 -0.8341 2.4989 -0.12 -0.29 0.08
Si -1.8580 -0.6472 3.7913 0.05 0.18 -0.03
C -1.2377 0.7054 4.9518 -0.07 -0.09 -0.04
C -3.5692 -0.0858 3.2208 0.08 -0.03 0.04
C -2.1874 -2.1834 4.8580 0.05 0.03 -0.08
C -0.6387 -3.5729 1.8689 0.02 0.02 0.04
C -2.0070 -3.6774 1.6273 -0.01 0.08 0.01
C -2.6509 -4.9004 1.6796 0.00 -0.06 0.00
C -1.9339 -6.0491 1.9902 -0.01 -0.01 0.00
C -0.5740 -5.9605 2.2437 0.01 -0.04 0.00
C 0.0683 -4.7295 2.1837 0.01 0.03 -0.05
C 1.6316 -2.1707 2.8085 -0.01 0.03 0.00
C 2.8385 -2.4756 2.1863 0.01 0.01 -0.04
C 3.9863 -2.7033 2.9331 0.01 -0.01 0.02
C 3.9446 -2.6081 4.3164 -0.01 -0.01 0.02
C 2.7530 -2.2743 4.9472 0.04 -0.01 0.02
C 1.6079 -2.0565 4.1951 -0.04 -0.04 0.01
C 1.9415 -3.3306 -1.4971 0.00 0.04 0.10
C 2.2270 -4.4611 -0.7307 -0.04 0.02 0.00
C 3.4635 -5.0839 -0.8093 0.03 -0.02 0.01
C 4.4484 -4.5722 -1.6445 0.01 -0.01 0.00
C 4.1842 -3.4360 -2.3963 0.06 -0.03 -0.01
C 2.9419 -2.8232 -2.3226 -0.07 0.00 -0.07
C -0.9724 -3.4630 -1.4050 0.00 0.04 0.04
C -2.2198 -2.8384 -1.4794 0.02 0.04 0.00
C -3.3727 -3.5635 -1.7128 -0.04 -0.05 0.02
C -3.3019 -4.9429 -1.8780 -0.02 0.00 0.01
C -2.0705 -5.5732 -1.8236 -0.03 -0.03 -0.01
C -0.9123 -4.8375 -1.5971 0.06 0.02 0.02
H 0.8536 0.0871 -5.9687 -0.02 0.00 -0.07
H 2.1514 -0.8436 -5.2169 0.06 -0.02 0.02
H 1.4981 0.5763 -4.3963 0.00 0.06 0.03
H 0.0030 -3.0427 -5.9325 -0.01 0.00 -0.05
H -0.8552 -3.6589 -4.5124 -0.05 -0.04 0.03
H 0.9068 -3.6189 -4.5248 0.07 -0.02 0.00
H -1.9180 -0.5268 -5.5424 -0.01 -0.01 -0.06
H -1.8596 0.3378 -4.0012 0.00 0.06 0.02
H -2.5181 -1.2986 -4.0674 -0.05 -0.03 0.04
H -1.0337 1.6069 4.3720 0.02 0.06 -0.04
H -0.3146 0.4195 5.4602 0.06 -0.03 0.01
H -1.9832 0.9508 5.7122 -0.03 0.02 0.05
H -3.4962 0.8183 2.6148 0.02 0.07 -0.03
H -4.2096 0.1356 4.0781 -0.04 0.01 0.05
H -4.0665 -0.8565 2.6268 -0.02 -0.05 -0.05
H -1.2728 -2.6377 5.2437 0.04 -0.01 0.02
H -2.7107 -2.9530 4.2882 -0.03 -0.04 -0.04
H -2.8131 -1.9108 5.7120 -0.04 0.02 0.04
H -2.5643 -2.7754 1.4019 -0.03 -0.01 0.01
H -3.7122 -4.9610 1.4754 -0.03 0.00 -0.01
H -2.4353 -7.0086 2.0352 0.00 -0.01 0.00
H -0.0087 -6.8508 2.4956 0.00 0.01 -0.01
H 1.1307 -4.6712 2.3877 0.02 0.01 0.03
H 2.8680 -2.5039 1.1026 -0.02 -0.01 0.00
H 4.9159 -2.9379 2.4293 0.03 0.00 -0.01
H 4.8423 -2.7720 4.9006 0.01 0.01 0.01
H 2.7222 -2.1654 6.0251 -0.01 -0.01 0.00
H 0.6841 -1.7774 4.6859 -0.01 0.01 0.01
H 1.4848 -4.8458 -0.0414 0.00 0.01 0.02
H 3.6668 -5.9557 -0.1981 0.00 -0.02 -0.01
H 5.4196 -5.0497 -1.6974 0.01 0.00 0.00
H 4.9527 -3.0157 -3.0342 0.00 0.00 -0.01
H 2.7368 -1.9209 -2.8877 0.00 0.01 0.01
H -2.2639 -1.7595 -1.3806 0.00 0.02 0.00
H -4.3281 -3.0559 -1.7732 -0.02 0.03 0.00
H -4.2022 -5.5193 -2.0549 -0.01 0.00 -0.02
H -2.0036 -6.6449 -1.9703 0.00 -0.01 0.01
H 0.0414 -5.3468 -1.5974 0.00 -0.01 0.01
C -0.3775 6.6176 0.4660 0.05 -0.09 0.08
As -2.0731 5.7987 0.8754 0.09 0.15 0.05
C -3.2601 6.2296 -0.5799 -0.07 -0.05 -0.20
C -2.7576 6.8940 2.3297 -0.01 -0.07 0.01
S -1.9505 3.8026 1.4448 -0.07 -0.02 0.02
H -0.5227 7.6763 0.2581 0.01 0.00 -0.04
H 0.0316 6.1426 -0.4245 -0.03 0.03 0.04
H 0.2825 6.4654 1.3228 -0.06 0.02 -0.04
H -3.8414 7.1119 -0.3070 0.00 -0.02 0.00
H -3.9204 5.3752 -0.7265 0.00 0.03 -0.01
H -2.6609 6.4398 -1.4789 -0.01 -0.04 0.21
H -2.8883 7.9245 2.0011 0.01 0.04 -0.01
H -2.0644 6.8489 3.1683 0.00 -0.02 -0.02
H -3.7146 6.4720 2.6360 0.03 0.03 0.00
Cl 4.1845 1.0661 4.0422 0.00 0.01 0.00
C 3.2046 2.0005 2.9477 0.08 0.08 0.01
C 3.5649 3.2955 2.6146 -0.08 -0.04 -0.06
C 2.7445 3.9927 1.7417 0.07 -0.08 0.08
C 1.6173 3.3615 1.2381 -0.01 -0.09 -0.02
N 1.2999 2.1082 1.5501 -0.11 0.10 0.10
C 2.0690 1.4341 2.3971 -0.06 -0.03 -0.09
H 4.4665 3.7330 3.0216 0.00 0.01 0.01
H 2.9819 5.0042 1.4425 0.01 0.02 -0.02
H 0.9468 3.8612 0.5510 -0.02 0.03 0.01
H 1.7743 0.4153 2.6301 0.02 0.07 0.00
```
Forces are in eV/Å.

Calculated values
- 2S+1 = 2
- Kohn-Sham gap (spin up / spin down) (eV) = 3.970 / 6.481
- <S²> = 0.7696
- lowest unoccupied orbital energy (spin up / spin down) (eV) = 3.93 / 3.93
- HOMO energy (spin up / spin down) (eV) = -0.04 / -2.55
- charge = -2

***

Entry 3:
ORCA calculation (ωB97M-V with the def2-TZVPD basis set) on a molecular structure, C7H14N2.

Geometry as XYZ:
```
23
Properties=species:S:1:pos:R:3:forces:R:3
C -2.1165 0.2074 0.8597 0.98 4.36 0.57
C -0.6567 0.1585 0.5683 0.62 -1.20 3.82
C -0.1819 -0.0557 2.2007 2.47 3.08 -3.61
C -0.1661 1.3723 -0.3117 -0.74 -1.57 0.38
C 0.5325 0.5609 -1.3571 -1.60 4.67 -4.84
C -0.1400 -0.9687 -0.3649 -2.74 -0.70 -0.22
C 1.2447 -0.5064 -0.7729 0.46 -3.17 2.77
H -2.4631 0.1612 -0.0828 -2.70 0.06 -3.12
H -2.2938 1.2953 1.3229 -0.04 -2.36 -1.03
H -2.5326 -0.4955 1.4869 -0.62 -1.68 1.34
H -0.6555 -0.9311 2.5869 -0.15 -0.47 0.25
H 0.9657 -0.0647 2.0745 -2.06 -0.08 1.38
H -0.5719 0.9188 2.6238 0.66 -1.36 0.15
H -0.8505 2.1281 -0.6909 -0.89 -0.84 -0.34
H 0.4752 1.9880 0.1574 2.74 1.79 2.29
H 0.9934 1.1741 -2.2419 -0.82 -1.01 1.52
H -0.2026 -1.0034 -2.4373 -1.53 1.39 1.10
H -0.3831 -2.0990 -0.1896 0.33 2.16 -0.08
H 1.4626 -1.2725 -1.5017 1.33 -0.07 -0.47
H 2.1566 -1.3989 0.7618 -0.82 2.28 -0.14
H 3.0589 -0.3165 0.2234 0.32 1.00 -0.59
N -0.6756 -0.3160 -1.7226 3.08 -2.82 -0.86
N 2.0676 -0.3544 0.4331 1.74 -3.44 -0.28
```
Forces are in eV/Å.

Calculated values
- Kohn-Sham gap (eV) = 9.905
- lowest unoccupied orbital energy (eV) = 0.71
- HOMO energy (eV) = -9.20

***

We obtain energy relative to the best compared isomer or geometry (same formula, charge and spin) values of 0.000; 0.000; 4.402 eV for the records listed above, in that order.
We obtain calculated total energy values of -4551.7747; -7120.9721; -384.4701 hartree for the records listed above, in that order.